Arrangement a

Computed, not measured: 5 unconnected molecules or ions with the total composition C4H16O4, with ωB97M-V/def2-TZVPD.

Values from the calculation:
orbital gap	10.0	eV
LUMO	0.4394	eV

Element x y z (Å)
C (-0.446, 1.790, -1.026)
C (0.558, 1.803, -0.182)
C (0.230, 1.349, 1.211)
C (1.883, 2.096, -0.664)
H (-0.367, 2.106, -2.115)
H (-1.506, 1.528, -0.978)
H (-0.343, 2.078, 1.800)
H (1.115, 1.122, 1.739)
H (-0.301, 0.411, 1.061)
H (2.310, 3.029, -0.305)
H (2.012, 1.817, -1.702)
H (2.521, 1.325, -0.200)
O (2.177, -1.668, 1.530)
H (1.385, -1.346, 1.099)
H (2.002, -1.735, 2.470)
O (-1.498, -3.283, 0.389)
H (-1.500, -3.696, -0.479)
H (-2.419, -3.127, 0.626)
O (0.942, -1.588, -1.293)
H (1.564, -1.789, -1.995)
H (0.604, -0.693, -1.491)
O (-3.920, -0.639, -0.144)
H (-3.862, 0.196, 0.385)
H (-3.140, -1.087, 0.265)

Table of Löwdin atomic charges, one value per atom, all in e:
1 C -0.004
2 C -0.464
3 C -0.054
4 C -0.076
5 H 0.086
6 H 0.059
7 H 0.090
8 H 0.052
9 H 0.074
10 H 0.091
11 H 0.082
12 H 0.090
13 O -0.059
14 H -0.012
15 H 0.031
16 O -0.053
17 H 0.040
18 H 0.021
19 O -0.050
20 H 0.041
21 H 0.028
22 O -0.088
23 H 0.052
24 H 0.022


Arrangement b

Computed, not measured: a molecular structure, C4H16O4, with ωB97M-V/def2-TZVPD.

Values from the calculation:
orbital gap	9.2	eV
LUMO	0.7036	eV

Element x y z (Å)
C (17.393, 14.459, 4.813)
O (16.392, 15.136, 5.568)
H (18.306, 15.028, 4.986)
H (17.498, 13.448, 5.206)
H (17.021, 14.414, 3.789)
H (16.220, 16.004, 5.195)
C (15.373, 12.337, 4.752)
O (15.062, 11.101, 4.047)
H (14.977, 13.228, 4.264)
H (15.134, 12.232, 5.811)
H (16.451, 12.392, 4.600)
H (14.427, 10.582, 4.546)
C (12.921, 10.808, 5.810)
O (14.214, 10.347, 5.519)
H (12.436, 10.652, 4.846)
H (12.558, 10.200, 6.639)
H (12.984, 11.880, 5.996)
H (14.284, 9.390, 5.558)
C (15.065, 8.469, 3.768)
O (16.094, 9.322, 4.284)
H (14.033, 8.743, 3.986)
H (15.210, 8.286, 2.703)
H (15.165, 7.506, 4.268)
H (15.935, 10.198, 3.927)

Table of Löwdin atomic charges, one value per atom, all in e:
1 C -0.168
2 O -0.132
3 H 0.083
4 H 0.061
5 H 0.086
6 H 0.075
7 C -0.061
8 O -0.145
9 H 0.088
10 H 0.101
11 H 0.054
12 H -0.266
13 C -0.019
14 O -0.090
15 H 0.111
16 H 0.106
17 H 0.101
18 H 0.119
19 C -0.146
20 O -0.123
21 H 0.072
22 H 0.090
23 H 0.084
24 H -0.083


Which of them is most stable? Easy: arrangement a.


Arrangement a

Computed, not measured: 4 unconnected molecules or ions with the total composition C4H16O4, with ωB97M-V/def2-TZVPD.

Values from the calculation:
orbital gap	10.2	eV
LUMO	0.4506	eV

Element x y z (Å)
C (2.509, 2.647, -0.612)
O (1.111, 2.717, -0.729)
H (3.013, 3.604, -0.375)
H (2.836, 2.226, -1.379)
H (2.650, 1.820, 0.236)
H (0.861, 3.137, -1.515)
C (1.373, -2.846, 2.553)
O (2.489, -3.538, 3.064)
H (1.526, -2.884, 1.460)
H (1.462, -1.806, 2.835)
H (0.334, -2.949, 2.917)
H (3.035, -2.885, 3.510)
C (0.020, -0.468, -0.830)
O (-0.780, 0.515, -0.150)
H (1.105, -0.110, -0.978)
H (-0.162, -0.564, -1.836)
H (0.152, -1.230, -0.128)
H (-0.058, 1.252, -0.044)
C (-4.143, 0.232, -1.647)
O (-3.534, 0.187, -0.314)
H (-3.740, -0.456, -2.289)
H (-4.263, 1.095, -2.149)
H (-5.181, -0.114, -1.333)
H (-2.617, 0.418, -0.267)

Table of Löwdin atomic charges, one value per atom, all in e:
1 C -0.125
2 O -0.106
3 H 0.098
4 H -0.014
5 H 0.139
6 H 0.065
7 C -0.185
8 O -0.115
9 H 0.078
10 H 0.062
11 H 0.087
12 H 0.074
13 C -0.123
14 O -0.163
15 H 0.093
16 H 0.052
17 H 0.053
18 H 0.102
19 C -0.113
20 O -0.126
21 H 0.038
22 H 0.025
23 H 0.106
24 H -0.004


Arrangement b

Computed, not measured: 5 unconnected molecules or ions with the total composition C4H16O4, with ωB97M-V/def2-TZVPD.

Values from the calculation:
orbital gap	10.6	eV
LUMO	0.4109	eV

Element x y z (Å)
C (1.117, -1.754, -0.439)
C (0.622, -0.546, -0.271)
C (0.979, 0.507, 0.736)
C (1.428, 1.802, 0.044)
H (1.122, -2.411, -1.297)
H (1.857, -2.044, 0.316)
H (-0.134, -0.115, -0.937)
H (1.693, 0.163, 1.473)
H (0.067, 0.743, 1.301)
H (2.286, 1.620, -0.605)
H (1.659, 2.548, 0.799)
H (0.612, 2.185, -0.564)
O (-2.261, 1.359, 2.327)
H (-2.658, 1.297, 1.442)
H (-2.494, 0.521, 2.741)
O (3.073, -0.182, -2.566)
H (2.830, -0.299, -3.488)
H (2.353, -0.585, -2.063)
O (-2.693, 0.694, -0.553)
H (-2.547, -0.061, 0.043)
H (-3.572, 0.529, -0.911)
O (-2.017, -1.706, 0.973)
H (-2.215, -2.638, 0.835)
H (-1.108, -1.627, 0.667)

Table of Löwdin atomic charges, one value per atom, all in e:
1 C -0.018
2 C -0.243
3 C -0.242
4 C -0.084
5 H 0.067
6 H 0.078
7 H 0.110
8 H 0.107
9 H 0.093
10 H 0.066
11 H 0.073
12 H 0.075
13 O -0.066
14 H 0.001
15 H 0.030
16 O -0.058
17 H 0.036
18 H -0.017
19 O -0.066
20 H -0.008
21 H 0.051
22 O -0.045
23 H 0.060
24 H 0.000


Which of them is most stable? Easy: arrangement b.


Arrangement a

Computed, not measured: 4 unconnected molecules or ions with the total composition C4H16O4, with ωB97M-V/def2-TZVPD.

Values from the calculation:
orbital gap	10.9	eV
LUMO	0.3105	eV

Element x y z (Å)
C (2.334, 2.317, -2.955)
C (1.288, 2.843, -1.989)
C (0.615, 1.712, -1.213)
C (-0.861, 1.718, -1.131)
O (-1.124, 0.923, 0.072)
H (3.010, 2.986, -3.416)
H (1.932, 1.474, -3.717)
H (3.170, 1.709, -2.446)
H (1.653, 3.648, -1.254)
H (0.588, 3.537, -2.572)
H (0.790, 0.748, -1.745)
H (1.166, 1.439, -0.233)
H (-1.225, 1.300, -2.073)
H (-1.170, 2.771, -0.761)
H (-0.209, 0.528, 0.436)
O (-0.308, -5.125, 3.434)
H (0.479, -5.680, 3.490)
H (-0.628, -5.078, 2.494)
O (1.263, -0.898, 2.385)
H (2.079, -1.266, 2.475)
H (0.757, -1.302, 1.611)
O (-3.186, -1.851, 0.470)
H (-2.354, -1.765, 0.055)
H (-3.458, -0.978, 0.504)

Table of Löwdin atomic charges, one value per atom, all in e:
1 C -0.152
2 C -0.282
3 C -0.278
4 C -0.253
5 O -0.151
6 H 0.034
7 H 0.122
8 H 0.087
9 H 0.129
10 H 0.123
11 H 0.112
12 H 0.140
13 H 0.124
14 H 0.148
15 H 0.111
16 O -0.084
17 H 0.027
18 H 0.058
19 O -0.036
20 H -0.029
21 H 0.075
22 O -0.010
23 H -0.003
24 H -0.010


Arrangement b

Computed, not measured: 4 unconnected molecules or ions with the total composition C4H16O4, with ωB97M-V/def2-TZVPD.

Values from the calculation:
orbital gap	10.3	eV
LUMO	0.4552	eV

Element x y z (Å)
C (-20.725, 7.119, -6.328)
O (-19.787, 6.809, -7.180)
H (-20.366, 7.687, -5.470)
H (-21.429, 7.808, -6.793)
H (-21.127, 6.171, -5.971)
H (-19.760, 7.552, -7.788)
C (-23.902, 8.579, -11.580)
O (-22.687, 8.705, -12.189)
H (-23.949, 9.346, -10.806)
H (-24.622, 8.936, -12.317)
H (-24.050, 7.608, -11.108)
H (-22.850, 8.697, -13.134)
C (-20.000, 15.077, -13.947)
O (-21.231, 14.846, -14.655)
H (-20.183, 15.398, -12.922)
H (-19.361, 14.196, -13.890)
H (-19.486, 15.776, -14.607)
H (-21.750, 15.618, -14.421)
C (-17.695, 9.047, -11.553)
O (-18.557, 9.614, -10.591)
H (-16.883, 8.416, -11.190)
H (-18.312, 8.371, -12.144)
H (-17.393, 9.758, -12.321)
H (-19.356, 9.934, -11.016)

Table of Löwdin atomic charges, one value per atom, all in e:
1 C -0.265
2 O -0.075
3 H 0.075
4 H 0.084
5 H 0.088
6 H 0.090
7 C -0.203
8 O -0.115
9 H 0.075
10 H 0.084
11 H 0.081
12 H 0.078
13 C -0.154
14 O -0.135
15 H 0.076
16 H 0.072
17 H 0.075
18 H 0.065
19 C -0.174
20 O -0.123
21 H 0.083
22 H 0.069
23 H 0.073
24 H 0.073


Which of them is most stable? Easy: arrangement a.